121
Properties=species:S:1:pos:R:3:forces:R:3:lowdin_charge:R:1 method="wB97M-V/def2-TZVPD" total_energy_ev=-106216.543 gap_ev=6.24 homo_ev=-17.57 total_charge=+5 spin_multiplicity=1
C -0.98470 2.74124 -4.39330 0.0 -0.4 -0.7 0.017
C -0.88025 4.08754 -5.05382 -0.5 -0.2 2.7 -0.395
O -0.35970 4.97905 -4.46321 0.0 0.5 -1.6 0.175
N -1.76936 4.32110 -6.22861 -0.9 0.3 -1.7 0.096
H -2.14378 3.43766 -6.58156 0.4 -0.2 -0.2 0.181
H -2.63624 4.79265 -5.94545 0.2 0.4 0.4 0.202
C -1.14779 5.13386 -7.37060 1.2 -0.8 0.2 0.068
H -1.95114 2.25797 -4.55191 -0.1 0.1 -0.1 0.092
H -0.81512 2.92525 -3.33692 0.2 -0.2 0.0 0.078
H -0.22787 2.06030 -4.78985 0.1 0.0 0.2 0.109
H -1.79844 5.33610 -8.21792 -0.6 0.2 0.6 0.123
H -0.37448 4.48635 -7.78550 0.2 0.1 0.2 0.113
H -0.69054 5.98567 -6.87626 -0.2 0.3 -0.4 0.108
C -5.82963 -0.12728 -1.00339 0.5 0.1 0.0 0.049
C -4.43513 -0.74732 -0.87277 -1.9 0.0 0.1 -0.382
O -4.18451 -1.90318 -0.81993 0.5 0.2 -0.2 0.179
N -3.26879 0.21888 -0.71864 -0.1 0.4 0.1 0.086
H -2.39526 -0.32838 -0.87427 0.0 0.2 0.5 0.094
H -3.29960 0.90780 -1.46972 -0.1 0.3 0.2 0.171
C -3.23915 0.85942 0.66958 -1.1 0.3 -0.3 0.032
H -5.88810 0.67913 -1.73631 0.3 0.0 -0.1 0.098
H -6.16695 0.30447 -0.05788 0.3 0.0 0.2 0.108
H -6.57625 -0.87274 -1.26961 0.3 -0.3 0.0 0.112
H -2.34319 1.45152 0.82981 0.5 -0.8 0.0 0.078
H -3.48015 0.04825 1.35157 0.8 0.1 0.3 0.120
H -4.05128 1.57762 0.80256 -0.3 -0.2 -0.6 0.107
C -3.55983 -5.27469 4.05483 -0.8 -1.0 -0.3 0.030
C -2.50071 -5.19120 5.10447 0.3 0.6 0.5 -0.405
O -2.43704 -4.53897 6.08363 -0.4 0.0 -0.2 0.222
N -1.32972 -6.10560 4.81600 0.8 -0.6 -0.2 0.088
H -1.35514 -6.14771 3.79609 0.2 -1.2 0.0 0.164
H -0.39462 -5.71190 4.97597 -0.3 0.8 0.5 0.166
C -1.40602 -7.40089 5.61965 -0.8 -1.4 -1.2 0.045
H -3.42544 -4.55874 3.24351 -0.1 0.5 0.5 0.099
H -4.54263 -5.25727 4.52518 0.1 0.8 0.0 0.114
H -3.62147 -6.22128 3.50813 0.6 -0.3 0.3 0.098
H -2.14456 -8.08545 5.19388 -0.4 0.6 -0.2 0.107
H -1.72586 -7.24758 6.64587 0.5 0.6 0.0 0.118
H -0.52231 -8.02167 5.48695 0.5 0.7 0.4 0.110
C 3.83063 2.76304 -1.95116 -0.3 0.4 -0.8 0.050
C 3.34608 3.49545 -3.17621 -0.6 -2.3 0.8 -0.398
O 2.36370 3.17359 -3.76655 0.5 1.2 -0.7 0.159
N 4.20852 4.65251 -3.61432 -0.1 0.8 -0.6 0.114
H 5.22141 4.52693 -3.51419 -0.1 -0.2 1.2 0.202
H 4.21122 4.87924 -4.61517 -0.9 -0.5 -0.2 0.197
C 3.63351 5.85945 -2.93280 0.7 1.9 0.6 0.020
H 4.12462 3.46503 -1.17342 0.5 -0.4 0.1 0.104
H 4.60784 2.10002 -2.34267 0.5 0.2 0.5 0.126
H 3.04772 2.08794 -1.60822 -0.1 0.3 0.1 0.069
H 4.39844 6.63685 -2.88795 0.0 0.0 -0.6 0.123
H 3.37670 5.79968 -1.87554 0.0 -1.2 -0.1 0.096
H 2.76617 6.22874 -3.47192 0.1 -0.3 -0.2 0.113
C 3.05027 -6.24203 0.78962 0.6 -0.2 0.1 0.040
C 2.55147 -5.02365 0.05330 0.1 -2.2 1.7 -0.388
O 1.58853 -5.07872 -0.64343 0.2 1.4 -0.5 0.143
N 3.23100 -3.73895 0.41172 -0.3 1.6 -2.3 0.091
H 2.60769 -3.10872 0.93719 -0.3 -0.6 1.2 0.094
H 4.12378 -3.80129 0.89792 -0.2 -0.5 0.3 0.185
C 3.41424 -2.90558 -0.85722 1.1 -1.1 0.0 0.033
H 2.33756 -7.05622 0.68115 -0.3 0.3 0.2 0.100
H 3.28160 -6.01620 1.83279 -0.4 0.1 0.1 0.102
H 3.97021 -6.72356 0.44170 0.2 0.6 -0.5 0.112
H 3.90559 -3.57037 -1.56781 -0.4 0.1 -0.3 0.110
H 4.14309 -2.12118 -0.67246 -0.4 0.3 0.3 0.115
H 2.43319 -2.57324 -1.15920 0.1 0.2 -0.2 0.058
C 0.30651 -4.64410 -3.87669 -0.1 0.2 0.1 0.045
C 0.14295 -3.20263 -3.48187 1.6 -1.1 0.2 -0.409
O 0.95994 -2.35967 -3.62326 -0.8 0.6 0.2 0.188
N -1.14534 -2.93224 -2.74262 -1.3 0.4 0.6 0.090
H -1.38589 -3.70734 -2.12139 0.2 -0.6 -0.5 0.174
H -1.12953 -2.17246 -2.03874 1.0 0.3 -0.6 0.103
C -2.33759 -2.66644 -3.68518 0.5 0.0 1.6 0.069
H -0.02833 -4.79171 -4.90568 -0.2 -0.1 0.1 0.116
H -0.20531 -5.31070 -3.18447 -0.1 -0.1 -0.2 0.099
H 1.37022 -4.87266 -3.85761 0.0 0.1 0.0 0.112
H -2.05020 -2.97160 -4.68486 -0.4 0.0 -0.1 0.114
H -2.55251 -1.60876 -3.55684 0.1 0.1 -0.7 0.086
H -3.15693 -3.19194 -3.20146 -0.2 -0.3 -0.7 0.104
C -1.15458 1.91586 4.02670 0.1 -0.2 0.0 0.014
C -0.64350 0.89969 5.01814 0.0 0.5 0.2 -0.403
O -1.28561 0.44224 5.89973 0.2 -0.3 0.0 0.193
N 0.81222 0.55582 4.89001 -0.8 -1.1 0.0 0.078
H 0.87883 -0.46328 4.68205 -0.1 -0.4 1.0 0.130
H 1.16405 0.81460 3.95470 0.8 1.2 -0.2 0.087
C 1.70035 0.91837 6.09261 0.0 -1.0 -1.4 0.072
H -0.64027 1.76312 3.07753 -0.1 0.3 -0.1 0.047
H -0.98909 2.91072 4.44727 0.4 0.0 -0.1 0.099
H -2.23861 1.84659 3.94726 0.1 -0.3 0.0 0.092
H 2.17621 1.83727 5.76732 0.1 0.1 0.7 0.094
H 2.40548 0.09093 6.14932 0.3 0.3 -0.1 0.100
H 1.13920 0.87741 7.02096 -0.3 0.5 -0.2 0.107
C -1.33409 5.30243 -0.63908 -0.5 -0.7 0.4 0.041
C -0.00123 5.59549 -0.00454 0.6 0.1 -1.0 -0.368
O 0.99509 5.78213 -0.61202 0.2 0.1 0.2 0.182
N 0.12478 5.51902 1.51186 -2.0 -0.3 -0.1 0.099
H 0.04209 6.41401 2.00886 1.2 0.5 -0.4 0.206
H -0.79296 5.17126 1.81115 0.1 -0.6 0.1 0.165
C 1.16232 4.51523 1.99737 -0.5 0.2 0.5 0.044
H -1.23475 4.98213 -1.67371 0.6 0.5 -0.1 0.076
H -2.03836 6.13351 -0.59217 0.1 0.1 0.2 0.117
H -1.80178 4.42145 -0.18873 0.0 0.2 0.5 0.084
H 0.97670 4.51003 3.06843 0.5 -0.4 0.1 0.111
H 2.18437 4.78929 1.75840 -0.1 0.3 0.0 0.115
H 0.87652 3.57023 1.53881 0.2 -0.1 0.1 0.080
N -0.61043 -0.85747 -0.65086 1.2 3.4 -1.7 -0.304
S -0.25187 -1.26082 0.77023 -0.4 -5.8 7.4 0.434
O -0.56825 -0.36811 1.85153 0.3 0.4 -1.3 -0.251
O 0.90910 -2.10228 0.91793 -1.0 1.3 -0.9 -0.238
F -1.45820 -2.31845 0.92696 0.0 0.0 -0.5 -0.186
S 0.51614 0.40814 -0.72041 0.9 3.2 -4.6 0.564
O 1.87190 0.00628 -0.82973 -0.6 -0.4 1.1 -0.213
O 0.18259 1.73240 -0.21988 -0.5 -2.0 0.4 -0.280
F 0.18428 0.65225 -2.28744 -0.6 -0.1 -0.1 -0.224
N 2.80774 1.71715 2.15526 2.8 -0.1 2.3 -0.577
O 3.52231 1.63711 1.15711 -0.8 0.4 -0.8 -0.002
O 3.19000 2.43878 3.13364 -1.4 -0.1 -1.2 -0.031
O 1.84306 0.93533 2.32231 -1.2 0.0 -0.5 -0.093
N 1.66658 -2.96056 3.73796 0.8 0.0 0.3 -0.554
O 1.89271 -2.10114 4.61860 -0.5 0.0 -0.6 -0.020
O 2.53270 -3.15110 2.83926 -0.6 -0.2 0.5 -0.071
O 0.62623 -3.64955 3.77462 0.1 0.0 -0.2 -0.050